Computed, not measured: 2 unconnected molecules or ions with the total composition H2N3O2S, with ωB97M-V/def2-TZVPD.

- 2S+1 = 1
- electronic energy (Ha) = -713.876174
- relative energy (zero: lowest compared OMol25 entry of this formula, charge and spin) (eV) = 5.7429
- HOMO-LUMO gap (spin up / spin down) (eV) = 6.5 / 7.4
- LUMO level (spin up / spin down) (eV) = 3.1 / 4.0
- molar mass (g mol⁻¹) = 108.1
- HOMO (spin up / spin down) (hartree) = -0.12476 / -0.12578
- total charge = -1

Each line ends with the Mulliken charge.
Atoms and positions in Å:
N 0.044 0.157 -0.039  -0.586
N 1.406 0.194 0.384  1.156
N 1.695 -0.354 1.421  -0.416
O 2.048 0.998 -0.324  -0.771
O 3.867 -0.789 1.370  -0.394
S 0.915 -1.347 2.345  -0.442
H -0.074 0.658 -0.887  0.250
H -0.321 -0.696 -0.244  0.204

---

Computed, not measured: a molecular structure, H2N3O3S, with ωB97M-V/def2-TZVPD.

- 2S+1 = 1
- electronic energy (Ha) = -789.470215
- relative energy (zero: lowest compared OMol25 entry of this formula, charge and spin) (eV) = 0.8273
- HOMO-LUMO gap (eV) = 8.8
- LUMO level (eV) = 4.0
- molar mass (g mol⁻¹) = 124.1
- HOMO (hartree) = -0.17661
- total charge = -1

Each line ends with the Mulliken charge.
Atoms and positions in Å:
N -1.371 1.359 -2.670  -0.047
N -1.875 1.302 -1.694  0.036
N 1.094 0.533 0.591  -0.557
O -0.659 -0.565 -0.610  -0.647
O 1.286 -1.927 0.195  -0.671
O -0.426 -1.300 1.696  -0.660
S 0.283 -0.941 0.479  1.018
H 1.486 0.685 1.560  0.256
H 0.183 0.854 0.453  0.272

---

Computed, not measured: a gas-phase ion, H2N3O5 (charge +1), with ωB97M-V/def2-TZVPD.

- 2S+1 = 3
- electronic energy (Ha) = -540.834129
- HOMO-LUMO gap (spin up / spin down) (eV) = 8.8 / 6.5
- expectation value of S² = 2.011
- LUMO level (spin up / spin down) (eV) = -5.0 / -10.0
- molar mass (g mol⁻¹) = 124.0
- HOMO (spin up / spin down) (hartree) = -0.50810 / -0.60604
- total charge = +1

Each line ends with the Löwdin spin population.
Atoms and positions in Å:
N -0.089 0.282 -0.639  0.573
N 3.592 -0.701 -0.229  -0.003
N 1.710 1.429 0.229  0.414
O 3.589 -1.732 0.247  -0.001
O 4.195 0.050 -0.827  -0.004
O 2.234 2.250 0.837  0.490
O 0.499 1.346 -0.050  0.354
O 2.256 -0.077 0.280  0.145
H -0.059 -0.667 -0.244  0.018
H -1.024 0.426 -0.942  0.013

---

Computed, not measured: H2N4O4 in the gas phase, with ωB97M-V/def2-TZVPD.

- SMILES = NN([N+](=O)[O-])[N+](=O)[O-]
- 2S+1 = 1
- electronic energy (Ha) = -520.880646
- relative energy (zero: lowest compared OMol25 entry of this formula, charge and spin) (eV) = 0.5644
- HOMO-LUMO gap (eV) = 9.9
- LUMO level (eV) = -0.5
- molar mass (g mol⁻¹) = 122.0
- HOMO (hartree) = -0.38352
- total charge = 0

Each line ends with the Mulliken charge.
Atoms and positions in Å:
N -1.075 -0.026 -0.898  -0.649
N 0.041 -0.117 -0.018  0.006
N 0.794 1.074 0.141  1.244
N 0.096 -1.279 0.887  1.210
O 0.420 2.031 -0.468  -0.679
O 1.817 1.021 0.768  -0.575
O -0.485 -2.205 0.491  -0.558
O 0.600 -1.075 1.943  -0.544
H -1.074 -0.437 -1.750  0.217
H -1.133 1.014 -1.096  0.327

---

Computed, not measured: 2 unconnected molecules or ions with the total composition H2NO2S, with ωB97M-V/def2-TZVPD.

- 2S+1 = 1
- electronic energy (Ha) = -604.495722
- relative energy (zero: lowest compared OMol25 entry of this formula, charge and spin) (eV) = 4.2906
- HOMO-LUMO gap (spin up / spin down) (eV) = 5.2 / 7.0
- LUMO level (spin up / spin down) (eV) = 4.0 / 4.4
- molar mass (g mol⁻¹) = 80.1
- HOMO (spin up / spin down) (hartree) = -0.04659 / -0.09498
- total charge = -1

Each line ends with the Mulliken charge.
Atoms and positions in Å:
N -0.739 -1.158 -1.466  -0.265
O -1.036 -0.288 -0.663  -0.312
O 0.690 1.824 1.946  -0.607
S 0.239 0.517 1.395  0.042
H -0.654 -0.793 -2.453  0.099
H 1.499 -0.102 1.240  0.043

---

Computed, not measured: 2 unconnected molecules or ions with the total composition H2NO3S, with ωB97M-V/def2-TZVPD.

- 2S+1 = 1
- electronic energy (Ha) = -679.754086
- relative energy (zero: lowest compared OMol25 entry of this formula, charge and spin) (eV) = 5.2164
- HOMO-LUMO gap (spin up / spin down) (eV) = 8.0 / 8.0
- LUMO level (spin up / spin down) (eV) = 3.6 / 3.6
- molar mass (g mol⁻¹) = 96.1
- HOMO (spin up / spin down) (hartree) = -0.16414 / -0.16420
- total charge = -1

Each line ends with the Mulliken charge.
Atoms and positions in Å:
N -0.124 0.262 0.012  -0.153
O 1.557 1.229 0.172  -0.498
O 1.936 -1.252 0.520  -0.555
O -2.199 -0.414 -0.187  -0.829
S 1.461 -0.215 -0.389  0.478
H -0.591 0.774 -0.863  0.288
H -2.040 -0.384 0.735  0.268

---

Computed, not measured: 2 unconnected molecules or ions with the total composition H2NO4P, with ωB97M-V/def2-TZVPD.

- 2S+1 = 1
- electronic energy (Ha) = -698.140701
- relative energy (zero: lowest compared OMol25 entry of this formula, charge and spin) (eV) = 3.9948
- HOMO-LUMO gap (spin up / spin down) (eV) = 6.5 / 6.1
- LUMO level (spin up / spin down) (eV) = 7.2 / 7.5
- molar mass (g mol⁻¹) = 111.0
- HOMO (spin up / spin down) (hartree) = 0.02487 / 0.05079
- total charge = -2

Each line ends with the Mulliken charge.
Atoms and positions in Å:
N 0.626 -2.195 0.707  -0.455
O 2.748 0.938 0.226  -0.599
O 1.242 -0.186 -1.434  -0.606
O -0.257 2.592 1.031  -1.090
O 1.225 -1.026 1.068  -0.075
P 1.402 0.322 -0.032  0.482
H 0.748 -2.456 -0.268  0.181
H 0.322 2.888 1.702  0.162

---

Computed, not measured: H2NO4P in the gas phase, with ωB97M-V/def2-TZVPD.

- SMILES = O=NP(=O)(O)O
- 2S+1 = 1
- electronic energy (Ha) = -698.236800
- relative energy (zero: lowest compared OMol25 entry of this formula, charge and spin) (eV) = 1.1040
- HOMO-LUMO gap (spin up / spin down) (eV) = 8.9 / 8.9
- LUMO level (spin up / spin down) (eV) = -0.8 / -0.8
- molar mass (g mol⁻¹) = 111.0
- HOMO (spin up / spin down) (hartree) = -0.35513 / -0.35511
- total charge = 0

Each line ends with the Mulliken charge.
Atoms and positions in Å:
N 2.070 -0.342 0.537  0.108
O 2.953 -0.095 -0.228  -0.295
O 0.307 0.722 1.066  -0.481
O 0.227 0.078 -1.483  -0.423
O -0.290 -1.797 0.189  -0.566
P 0.449 -0.553 -0.038  0.983
H -0.466 -0.499 -1.690  0.330
H 0.281 0.110 1.814  0.344

---

Computed, not measured: H2NO4P in the gas phase, with ωB97M-V/def2-TZVPD.

- 2S+1 = 1
- electronic energy (Ha) = -698.208906
- relative energy (zero: lowest compared OMol25 entry of this formula, charge and spin) (eV) = 1.8630
- HOMO-LUMO gap (eV) = 9.9
- LUMO level (eV) = -0.2
- molar mass (g mol⁻¹) = 111.0
- HOMO (hartree) = -0.37161
- total charge = 0

Each line ends with the Mulliken charge.
Atoms and positions in Å:
N -1.165 -0.045 -0.083  0.891
O -1.803 -1.112 -0.029  -0.567
O -1.649 1.051 0.085  -0.541
O 1.059 -1.234 0.314  -0.450
O 1.028 1.281 0.216  -0.453
P 0.569 -0.014 -0.680  0.406
H 0.819 -2.158 0.066  0.361
H 1.142 2.231 0.111  0.354

---

Computed, not measured: 2 unconnected molecules or ions with the total composition H2NO4S, with ωB97M-V/def2-TZVPD.

- 2S+1 = 1
- electronic energy (Ha) = -755.033860
- relative energy (zero: lowest compared OMol25 entry of this formula, charge and spin) (eV) = 2.3010
- HOMO-LUMO gap (spin up / spin down) (eV) = 9.3 / 6.9
- LUMO level (spin up / spin down) (eV) = 4.0 / 4.0
- molar mass (g mol⁻¹) = 112.1
- HOMO (spin up / spin down) (hartree) = -0.19212 / -0.10748
- total charge = -1

Each line ends with the Mulliken charge.
Atoms and positions in Å:
N 0.283 -0.728 -0.119  -0.338
O -2.931 0.084 1.474  -0.557
O -2.156 1.267 -0.695  -0.573
O -3.177 -0.940 -0.779  -0.550
O 0.754 0.605 -0.429  -0.385
S -2.496 0.045 0.040  0.827
H 0.788 -0.736 0.791  0.200
H 0.024 0.873 -1.132  0.375

---

Computed, not measured: a molecular structure, H2NO5PS, with ωB97M-V/def2-TZVPD.

- 2S+1 = 1
- electronic energy (Ha) = -1171.780460
- relative energy (zero: lowest compared OMol25 entry of this formula, charge and spin) (eV) = 0.8835
- HOMO-LUMO gap (eV) = 6.6
- LUMO level (eV) = 6.4
- molar mass (g mol⁻¹) = 159.1
- HOMO (hartree) = -0.00668
- total charge = -2

Each line ends with the Mulliken charge.
Atoms and positions in Å:
N -0.611 -0.380 -0.223  -0.597
O 1.407 1.962 -0.367  -0.736
O -0.911 3.042 0.329  -0.721
O 1.179 3.415 1.714  -0.758
O -2.097 -0.598 1.759  -0.675
O -0.098 0.890 1.909  -0.430
P 0.504 2.485 0.746  0.836
S -1.365 0.508 1.120  0.564
H -0.082 0.227 -0.738  0.320
H -1.418 -0.643 -0.877  0.196

---

Computed, not measured: a molecular structure, H2NaO, with ωB97M-V/def2-TZVPD.

- 2S+1 = 1
- electronic energy (Ha) = -238.505751
- relative energy (zero: lowest compared OMol25 entry of this formula, charge and spin) (eV) = 0.9256
- HOMO-LUMO gap (eV) = 13.5
- LUMO level (eV) = -4.9
- molar mass (g mol⁻¹) = 41.0
- HOMO (hartree) = -0.67647
- total charge = +1

Each line ends with the Mulliken charge.
Atoms and positions in Å:
O -0.309 0.077 0.078  -0.789
H -0.477 -0.492 -0.707  0.387
H -0.445 -0.518 0.849  0.383
Na 1.231 0.934 -0.220  1.020

---

Computed, not measured: H2O in the gas phase, with ωB97M-V/def2-TZVPD.

- SMILES = O
- 2S+1 = 1
- electronic energy (Ha) = -76.433573
- relative energy (zero: lowest compared OMol25 entry of this formula, charge and spin) (eV) = 0.0011
- HOMO-LUMO gap (eV) = 12.7
- LUMO level (eV) = 1.1
- molar mass (g mol⁻¹) = 18.0
- HOMO (hartree) = -0.42706
- total charge = 0

Each line ends with the Mulliken charge.
Atoms and positions in Å:
H 0.761 -0.224 -0.027  0.321
H -0.639 0.339 -0.322  0.320
O -0.122 -0.115 0.350  -0.641

---

Computed, not measured: 2 unconnected molecules or ions with the total composition H2O, with ωB97M-V/def2-TZVPD.

- 2S+1 = 1
- electronic energy (Ha) = -76.243488
- relative energy (zero: lowest compared OMol25 entry of this formula, charge and spin) (eV) = 5.1736
- HOMO-LUMO gap (eV) = 8.6
- LUMO level (eV) = -2.5
- molar mass (g mol⁻¹) = 18.0
- HOMO (hartree) = -0.40780
- total charge = 0

Each line ends with the Mulliken charge.
Atoms and positions in Å:
O -0.028 0.136 0.025  -0.620
H 0.557 -1.275 1.155  0.317
H -0.195 0.008 -0.916  0.304

---

Computed, not measured: H2O2 in the gas phase, with ωB97M-V/def2-TZVPD.

- SMILES = OO
- 2S+1 = 1
- electronic energy (Ha) = -151.553613
- relative energy (zero: lowest compared OMol25 entry of this formula, charge and spin) (eV) = 0.4148
- HOMO-LUMO gap (eV) = 11.1
- LUMO level (eV) = 0.4
- molar mass (g mol⁻¹) = 34.0
- HOMO (hartree) = -0.39361
- total charge = 0

Each line ends with the Mulliken charge.
Atoms and positions in Å:
O -0.865 -0.174 -0.014  -0.288
O 0.689 0.129 -0.008  -0.378
H -1.024 0.755 0.030  0.338
H 1.201 -0.710 -0.008  0.328

---

Computed, not measured: H2O3S2 in the gas phase, with ωB97M-V/def2-TZVPD.

- SMILES = OSOSO
- 2S+1 = 1
- electronic energy (Ha) = -1023.191303
- relative energy (zero: lowest compared OMol25 entry of this formula, charge and spin) (eV) = 1.5729
- HOMO-LUMO gap (eV) = 8.6
- LUMO level (eV) = 0.2
- molar mass (g mol⁻¹) = 114.1
- HOMO (hartree) = -0.30994
- total charge = 0

Each line ends with the Mulliken charge.
Atoms and positions in Å:
O 2.311 0.116 0.785  -0.449
O -2.554 -0.325 -0.551  -0.404
O 0.017 -0.845 -0.070  -0.279
S 1.335 -0.206 -0.506  0.198
S -1.446 -0.166 0.704  0.226
H 2.460 1.085 0.727  0.355
H -2.122 0.340 -1.090  0.353

---

Computed, not measured: H2O3Si in the gas phase, with ωB97M-V/def2-TZVPD.

- SMILES = O[SiH]1OO1
- 2S+1 = 1
- electronic energy (Ha) = -516.375714
- relative energy (zero: lowest compared OMol25 entry of this formula, charge and spin) (eV) = 3.1911
- HOMO-LUMO gap (eV) = 10.6
- LUMO level (eV) = 0.3
- molar mass (g mol⁻¹) = 78.1
- HOMO (hartree) = -0.38018
- total charge = 0

Each line ends with the Mulliken charge.
Atoms and positions in Å:
O 1.670 -0.608 0.298  -0.289
O 1.343 0.773 -0.160  -0.228
O -1.321 0.224 0.450  -0.435
Si 0.098 -0.275 -0.188  0.705
H -1.252 1.184 0.568  0.327
H -0.538 -1.298 -0.969  -0.080

---

Computed, not measured: 2 unconnected molecules or ions with the total composition H2O4S2, with ωB97M-V/def2-TZVPD.

- 2S+1 = 1
- electronic energy (Ha) = -1098.218042
- relative energy (zero: lowest compared OMol25 entry of this formula, charge and spin) (eV) = 7.4231
- HOMO-LUMO gap (spin up / spin down) (eV) = 7.2 / 8.6
- LUMO level (spin up / spin down) (eV) = -3.0 / -1.4
- molar mass (g mol⁻¹) = 130.1
- HOMO (spin up / spin down) (hartree) = -0.37208 / -0.36504
- total charge = 0

Each line ends with the Mulliken charge.
Atoms and positions in Å:
O -0.760 1.051 -1.070  -0.494
O 2.005 -1.244 -0.879  -0.342
O 1.492 -1.270 0.509  0.221
O 1.185 -0.188 1.027  -0.249
S -3.179 -0.045 0.268  -0.102
S -1.219 0.487 0.264  0.373
H 1.914 -0.388 -1.341  0.364
H -1.437 1.597 1.222  0.230

---

Computed, not measured: H2O4S3 in the gas phase, with ωB97M-V/def2-TZVPD.

- 2S+1 = 1
- electronic energy (Ha) = -1496.593847
- relative energy (zero: lowest compared OMol25 entry of this formula, charge and spin) (eV) = 1.2962
- HOMO-LUMO gap (eV) = 9.6
- LUMO level (eV) = -0.2
- molar mass (g mol⁻¹) = 162.2
- HOMO (hartree) = -0.35843
- total charge = 0

Each line ends with the Mulliken charge.
Atoms and positions in Å:
O 0.963 -0.354 -0.483  -0.318
O 0.131 1.920 -0.037  -0.452
O 1.800 -2.382 0.593  -0.463
O -1.206 0.503 -1.534  -0.304
S 0.883 -1.300 0.924  0.513
S -2.166 -0.133 -0.325  -0.014
S 0.341 1.083 -1.147  0.749
H 1.716 -0.310 1.870  0.141
H -2.463 0.973 0.139  0.147

---

Computed, not measured: a molecular structure, H2OTl, with ωB97M-V/def2-TZVPD.

- 2S+1 = 1
- electronic energy (Ha) = -247.099882
- relative energy (zero: lowest compared OMol25 entry of this formula, charge and spin) (eV) = 1.0769
- HOMO-LUMO gap (eV) = 6.4
- LUMO level (eV) = -26.2
- molar mass (g mol⁻¹) = 222.4
- HOMO (hartree) = -1.19742
- total charge = +3

Each line ends with the Mulliken charge.
Atoms and positions in Å:
Tl 0.209 0.580 1.882  2.378
O -0.106 -0.121 -0.245  -0.342
H 0.647 0.062 -0.806  0.489
H -0.750 -0.520 -0.831  0.475